<one>
Computed, not measured: the ion C6H12NO with charge +1, with ωB97M-V with the def2-TZVPD basis set.

Properties
Spin multiplicity ... 1
Kohn-Sham gap ... 10.9 eV
Total charge ... +1
E_HOMO ... -14.0 eV

CARTESIAN COORDINATES (ANGSTROEM)
O  0.06  1.51  -0.50
N  -0.96  -0.47  0.31
C  0.24  0.11  -0.35
C  -1.79  0.76  0.51
C  -1.16  1.78  -0.07
C  1.44  -0.32  0.50
C  2.71  0.49  -0.10
C  -1.88  -1.38  -0.46
H  -2.89  -1.17  -0.41
H  -1.69  -2.41  -0.17
H  -1.42  2.84  -0.18
H  0.17  -0.43  -1.41
H  3.57  0.18  0.63
H  2.86  -0.01  -1.00
H  -0.58  -1.01  1.22
H  2.61  1.63  -0.21
H  -1.73  -1.38  -1.47
H  -2.76  0.54  1.00
H  1.50  0.09  1.57
H  1.69  -1.32  0.57

<two>
Computed, not measured: the ion C6H12NO with charge +1, with ωB97M-V with the def2-TZVPD basis set.

Properties
Spin multiplicity ... 1
Kohn-Sham gap ... 10.9 eV
Total charge ... +1
E_HOMO ... -14.0 eV

CARTESIAN COORDINATES (ANGSTROEM)
O  -0.53  1.98  0.30
N  -0.67  -0.37  0.30
C  1.63  0.65  0.22
C  -1.74  1.60  0.78
C  -1.07  -1.30  -0.76
C  0.16  0.80  -0.15
C  2.17  -0.61  -0.36
C  -1.92  0.29  0.81
H  -1.77  -1.85  -0.19
H  2.29  -0.52  -1.46
H  2.02  1.59  -0.06
H  -2.34  2.48  1.01
H  -2.78  -0.40  1.14
H  1.70  0.64  1.28
H  3.16  -0.71  -0.03
H  1.69  -1.67  -0.11
H  -0.04  0.88  -1.28
H  -0.22  -1.87  -1.08
H  -0.18  -0.94  1.14
H  -1.53  -0.66  -1.49

Compare the structures above. Which one is the most stable? <two> is.